No. 1
{"formula": "C7H16N3", "method": "ωB97M-V/def2-TZVPD", "homo_energy_ev": [-14.1, -14.1], "homo_lumo_gap_ev": [7.87, 8.73], "lumo_energy_ev": [-6.27, -5.38], "max_force_ev_per_a": 3.5, "total_energy_ev": -11978.5058, "total_charge": 1, "spin_multiplicity": 1, "relative_energy_ev": 4.892, "elements": ["C", "C", "C", "C", "C", "C", "C", "N", "N", "N", "H", "H", "H", "H", "H", "H", "H", "H", "H", "H", "H", "H", "H", "H", "H", "H"], "coordinates": [[-1.87697, 0.26735, -0.09856], [0.33915, -0.64281, -0.07381], [-3.31484, 0.15936, 0.33880], [0.67253, -1.33092, -1.38168], [1.25686, -1.32266, 1.04630], [1.66640, 1.25828, -1.11253], [0.73093, 1.40817, 1.14491], [-1.51385, 1.35533, -0.53281], [-0.98320, -0.77103, 0.37484], [0.68286, 0.79416, -0.17582], [-3.75523, 1.14687, 0.68232], [-3.40649, -0.64272, 1.13997], [-3.91216, -0.13115, -0.48115], [1.76569, -1.59411, -1.23794], [0.36569, -0.71685, -2.27994], [0.00179, -2.19802, -1.60305], [0.97495, -1.10991, 2.12373], [2.19143, -0.81008, 0.73614], [1.35254, -2.36939, 0.89160], [1.52574, 0.87638, -2.06798], [1.53307, 2.32585, -1.07944], [2.73972, 1.04632, -0.84199], [0.67389, 2.57614, 0.93236], [-0.09142, 0.89811, 1.64219], [1.73028, 1.29398, 1.65258], [-1.34934, -1.76665, 0.26095]], "forces_ev_per_a": [[0.2, -2.4, 2.2], [1.8, -1.0, 0.1], [-0.8, 0.1, 1.6], [-0.4, -0.3, -1.1], [0.2, 2.4, -0.1], [1.1, 0.8, 1.2], [0.8, 2.7, -0.8], [2.5, 1.0, -0.8], [-3.4, -0.1, -0.8], [-1.4, -1.0, 0.9], [0.9, -1.2, -0.2], [0.2, 1.2, -0.9], [-0.7, -0.5, -1.0], [-1.3, 0.1, -1.3], [1.0, -0.3, 0.9], [1.0, 0.1, 0.9], [0.3, -0.1, -1.5], [0.2, -0.9, 1.0], [-0.1, -0.9, -0.2], [-0.4, -0.4, -1.6], [0.3, 0.5, -0.4], [-1.0, 0.0, 0.3], [-0.5, -2.5, 0.9], [0.2, 1.0, 0.8], [-1.0, -0.3, -0.5], [0.4, 2.0, 0.4]], "lowdin_charge": [-0.445, -0.594, 0.007, -0.016, 0.014, -0.022, -0.044, 0.356, 0.089, -0.150, 0.120, 0.119, 0.069, 0.119, 0.109, 0.109, 0.117, 0.091, 0.078, 0.065, 0.106, 0.144, 0.153, 0.089, 0.123, 0.194]}

***

No. 2
{"formula": "C6H10O", "method": "ωB97M-V/def2-TZVPD", "homo_energy_ev": -9.6, "smiles": "C1C[C@H](C2CC2)O1", "homo_lumo_gap_ev": 10.77, "lumo_energy_ev": 1.20, "max_force_ev_per_a": 0.3, "total_energy_ev": -8429.7461, "total_charge": 0, "spin_multiplicity": 1, "relative_energy_ev": 1.494, "elements": ["C", "C", "C", "C", "C", "C", "O", "H", "H", "H", "H", "H", "H", "H", "H", "H", "H"], "coordinates": [[-0.88752, -1.72645, 0.90194], [-0.65136, -1.38278, -0.57163], [-0.91785, 0.06271, -0.10944], [0.05243, 1.16056, -0.47058], [0.67326, 1.97740, 0.62704], [1.51381, 1.01577, -0.16248], [-0.83220, -0.33989, 1.27123], [-1.87743, -2.15710, 1.10682], [-0.12450, -2.31721, 1.42015], [-1.33380, -1.81511, -1.30652], [0.38488, -1.53186, -0.88773], [-1.94246, 0.39083, -0.34216], [-0.20273, 1.68777, -1.38826], [0.42456, 1.68478, 1.64219], [0.81080, 3.04302, 0.46908], [2.22677, 1.41514, -0.87867], [1.83539, 0.10714, 0.34101]], "forces_ev_per_a": [[0.0, -0.3, 0.1], [0.1, -0.1, -0.1], [0.0, 0.2, -0.2], [-0.1, 0.0, -0.1], [0.0, 0.2, 0.1], [0.2, -0.1, 0.0], [0.0, 0.1, 0.2], [0.1, 0.1, 0.0], [-0.1, 0.1, -0.1], [0.1, 0.1, 0.1], [-0.2, 0.0, 0.0], [0.1, 0.0, 0.1], [0.1, -0.1, 0.1], [0.0, 0.1, -0.2], [0.0, -0.2, 0.0], [-0.1, -0.1, 0.1], [-0.1, 0.1, 0.0]], "lowdin_charge": [-0.172, -0.082, -0.303, -0.245, -0.109, -0.118, -0.099, 0.114, 0.114, 0.105, 0.108, 0.147, 0.138, 0.100, 0.099, 0.099, 0.104]}

***

No. 3
{"formula": "C41H79Br34FI2N", "method": "ωB97M-V/def2-TZVPD", "homo_energy_ev": -10.9, "homo_lumo_gap_ev": 8.36, "lumo_energy_ev": -2.54, "max_force_ev_per_a": 4.9, "total_energy_ev": -2445644.2666, "total_charge": 1, "spin_multiplicity": 1, "elements": ["C", "C", "N", "C", "C", "F", "C", "I", "C", "C", "I", "H", "H", "H", "H", "H", "H", "H", "H", "H", "H", "H", "Br", "C", "C", "Br", "H", "H", "H", "H", "Br", "C", "C", "Br", "H", "H", "H", "H", "Br", "C", "C", "Br", "H", "H", "H", "H", "Br", "C", "C", "Br", "H", "H", "H", "H", "Br", "C", "C", "Br", "H", "H", "H", "H", "Br", "C", "C", "Br", "H", "H", "H", "H", "Br", "C", "C", "Br", "H", "H", "H", "H", "Br", "C", "C", "Br", "H", "H", "H", "H", "Br", "C", "C", "Br", "H", "H", "H", "H", "Br", "C", "C", "Br", "H", "H", "H", "H", "Br", "C", "C", "Br", "H", "H", "H", "H", "Br", "C", "C", "Br", "H", "H", "H", "H", "Br", "C", "C", "Br", "H", "H", "H", "H", "Br", "C", "C", "Br", "H", "H", "H", "H", "Br", "C", "C", "Br", "H", "H", "H", "H", "Br", "C", "C", "Br", "H", "H", "H", "H", "Br", "C", "C", "Br", "H", "H", "H", "H"], "coordinates": [[1.83614, -0.57217, 3.86029], [0.48342, -0.15403, 3.63236], [-0.70372, -1.07324, 3.44891], [-0.34614, -2.42385, 2.86679], [-0.26490, -3.62032, 3.94962], [-0.13507, -3.17933, 5.32544], [-1.57775, -0.39781, 2.39440], [-0.73363, 0.81449, 0.76567], [-3.01129, -0.56149, 2.47424], [-3.76808, -1.39838, 3.61908], [-4.21499, 0.42173, 0.89995], [2.17066, -1.57988, 4.30692], [2.69716, 0.16632, 3.57897], [0.25238, 0.97674, 3.61991], [-1.18253, -1.11733, 4.36762], [-1.21039, -2.69721, 2.13542], [0.61769, -2.43385, 2.24407], [0.68493, -4.24277, 3.68316], [-1.16042, -4.33176, 3.76839], [-4.13649, -0.62909, 4.41629], [-4.73196, -1.86743, 3.17228], [-3.15857, -2.25897, 4.07864], [3.74560, -2.27521, 1.24648], [5.65620, -1.99130, 1.51417], [6.00870, -1.97776, 2.98190], [5.50760, -0.28512, 3.81181], [5.91323, -1.06290, 0.99836], [6.14074, -2.82967, 1.00917], [7.08966, -2.05235, 3.11882], [5.52061, -2.76968, 3.55202], [-2.98779, 3.97084, 3.33481], [-2.23998, 5.46775, 2.33226], [-1.20139, 4.99848, 1.34333], [0.48339, 4.58198, 2.23188], [-1.85099, 6.17770, 3.06359], [-3.09057, 5.91555, 1.81396], [-0.95914, 5.79208, 0.63306], [-1.50118, 4.10506, 0.79304], [6.73937, 0.64213, -0.35135], [7.41954, 0.44357, -2.16860], [6.44419, -0.31240, -3.03651], [6.50307, -2.22576, -2.66620], [8.39523, -0.03842, -2.09214], [7.55082, 1.46363, -2.53572], [6.71464, -0.21889, -4.09041], [5.40913, 0.00643, -2.90312], [8.98249, -1.54820, -7.05358], [7.46722, -2.77382, -7.00727], [6.25586, -2.17064, -7.67486], [5.39667, -0.85548, -6.52028], [7.30029, -3.03346, -5.96061], [7.80286, -3.66120, -7.54815], [5.49474, -2.93349, -7.85281], [6.48536, -1.66789, -8.61561], [3.85728, 2.64492, -3.88387], [3.65667, 2.76881, -1.94860], [2.29129, 2.29928, -1.50957], [0.92691, 3.64833, -1.86522], [3.86820, 3.80289, -1.67205], [4.43592, 2.12125, -1.54024], [2.26584, 2.14933, -0.42753], [1.96964, 1.38229, -2.00594], [-1.39972, -4.00924, -0.08680], [-2.92516, -5.22025, 0.00189], [-4.14249, -4.61275, -0.64888], [-4.97790, -3.27780, 0.50304], [-3.07487, -5.46840, 1.05393], [-2.60725, -6.11561, -0.53653], [-4.91255, -5.37125, -0.80566], [-3.92462, -4.12182, -1.59857], [11.69044, 1.37170, -8.16065], [13.40526, 0.45908, -8.32244], [13.35200, -0.91740, -7.70631], [13.43734, -0.82531, -5.76046], [14.15499, 1.10818, -7.86776], [13.59133, 0.39316, -9.39670], [14.22422, -1.50478, -8.00137], [12.44576, -1.46973, -7.96003], [4.52614, 6.25471, -5.03878], [5.25529, 5.99616, -6.82833], [4.29436, 5.23462, -7.70871], [4.30526, 3.32949, -7.29211], [6.21929, 5.49940, -6.70936], [5.41606, 7.00397, -7.21700], [4.60083, 5.29752, -8.75518], [3.26142, 5.57427, -7.61701], [-8.89368, -0.62966, 2.84516], [-8.23966, -0.85647, 1.02194], [-9.22879, -1.61951, 0.17493], [-9.17567, -3.53004, 0.56715], [-7.26560, -1.34285, 1.09216], [-8.10802, 0.15852, 0.63963], [-8.96937, -1.53990, -0.88301], [-10.26065, -1.29430, 0.31596], [-4.66212, -5.84784, 3.72598], [-3.97846, -7.66255, 3.93443], [-2.53570, -7.65563, 4.37540], [-1.34300, -7.23742, 2.88893], [-4.13807, -8.17345, 2.98371], [-4.61232, -8.11907, 4.69828], [-2.23168, -8.64898, 4.71250], [-2.32822, -6.93102, 5.16422], [11.68225, 0.95021, -12.22781], [9.75382, 0.91373, -12.51220], [9.02866, 0.42050, -11.28402], [9.17017, -1.51646, -11.11012], [9.57433, 0.29971, -13.39591], [9.48005, 1.94783, -12.73180], [7.95788, 0.62106, -11.36314], [9.40618, 0.85256, -10.35577], [-7.50234, 3.85669, 1.16123], [-7.62039, 3.95418, 3.10521], [-8.95495, 3.45080, 3.59779], [-10.35777, 4.77536, 3.31619], [-7.41839, 4.98929, 3.38447], [-6.81042, 3.31910, 3.47078], [-8.92996, 3.28854, 4.67762], [-9.27932, 2.53279, 3.10519], [-10.36500, 1.70409, -1.28281], [-9.67197, 3.21393, -2.30406], [-8.66562, 2.76196, -3.33403], [-6.94484, 2.36081, -2.51010], [-9.26396, 3.92451, -1.58341], [-10.54629, 3.65471, -2.78754], [-8.45920, 3.56244, -4.04781], [-8.97482, 1.86845, -3.87828], [-2.63862, 4.98978, -4.37848], [-1.61722, 6.63914, -4.18195], [-0.72033, 6.87370, -5.37282], [0.85994, 5.73400, -5.30252], [-1.07280, 6.56532, -3.23931], [-2.36696, 7.42927, -4.10297], [-0.33426, 7.89543, -5.36786], [-1.21051, 6.68100, -6.32826], [-3.16203, 0.73164, 5.97810], [-3.28654, 0.84580, 7.92173], [-4.62625, 0.35474, 8.41296], [-6.01957, 1.68562, 8.11467], [-3.07943, 1.88196, 8.19323], [-2.48189, 0.20915, 8.29558], [-4.60618, 0.20150, 9.49415], [-4.95490, -0.56530, 7.92718], [-3.87993, -9.05107, 7.77618], [-4.94693, -10.67419, 7.60237], [-4.88278, -11.22162, 6.19802], [-6.01197, -10.19202, 4.98681], [-5.95935, -10.42531, 7.92360], [-4.50838, -11.37966, 8.31118], [-5.28058, -12.23810, 6.16223], [-3.87601, -11.21652, 5.77766], [-3.97060, 3.53192, 10.54039], [-2.96091, 5.18981, 10.72304], [-2.10916, 5.44743, 9.50430], [-0.51570, 4.32352, 9.50442], [-2.38382, 5.11080, 11.64546], [-3.71557, 5.97075, 10.83745], [-1.73351, 6.47296, 9.50735], [-2.63124, 5.26017, 8.56474]], "forces_ev_per_a": [[-2.6, 1.0, -0.5], [4.6, 0.3, 1.0], [1.1, 1.3, -1.2], [-0.5, -2.3, -0.3], [0.8, -0.9, -0.9], [-0.5, -0.4, -2.3], [-4.9, 0.4, -0.2], [0.0, -1.1, 1.4], [3.2, -0.1, 0.2], [-1.0, 0.7, -0.9], [0.6, -0.9, 1.7], [-0.8, 1.4, -1.4], [-1.9, -1.2, 1.2], [0.1, -2.2, -0.5], [-0.2, -0.3, -0.5], [1.6, 0.5, 1.5], [-1.4, 0.8, 1.2], [-1.7, 1.1, 0.7], [1.3, 1.3, 1.0], [0.7, -1.8, -1.6], [1.8, 0.8, 0.6], [-0.7, 1.5, -0.7], [-0.1, 0.1, 0.0], [0.0, -0.2, 0.1], [0.1, 0.0, 0.0], [0.0, -0.1, 0.0], [-0.2, -0.5, 0.3], [0.0, 0.1, 0.1], [-0.1, 0.0, -0.1], [0.1, 0.1, -0.1], [0.1, 0.0, 0.1], [-0.3, 0.0, -0.1], [0.2, 0.2, -0.1], [-0.1, -0.1, 0.0], [0.0, -0.2, -0.2], [0.1, -0.1, 0.0], [-0.1, -0.1, 0.1], [0.0, 0.1, 0.1], [0.2, 0.4, -0.2], [0.0, 0.2, -0.1], [0.1, -0.1, -0.2], [-0.1, 0.1, 0.0], [-0.2, 0.0, 0.0], [-0.1, -0.1, 0.0], [0.0, 0.0, 0.2], [0.2, 0.0, 0.0], [0.0, 0.0, 0.2], [0.3, -0.1, -0.1], [-0.2, -0.1, 0.1], [0.0, 0.1, -0.1], [-0.1, 0.1, -0.2], [-0.1, 0.1, 0.0], [0.1, 0.1, 0.1], [0.1, -0.1, 0.2], [0.0, 0.1, 0.2], [0.2, -0.2, -0.2], [-0.1, 0.1, 0.3], [-0.1, -0.2, 0.0], [-0.1, -0.2, 0.0], [-0.2, 0.1, 0.1], [0.1, 0.0, -0.1], [0.1, 0.2, 0.0], [0.0, -0.1, 0.0], [0.0, -0.2, -0.1], [-0.3, -0.1, 0.1], [0.1, -0.1, -0.1], [0.0, 0.1, -0.2], [-0.1, 0.1, 0.0], [0.2, 0.0, 0.1], [0.0, -0.1, 0.2], [0.1, 0.0, 0.1], [-0.1, 0.0, -0.3], [0.2, -0.1, 0.1], [-0.1, 0.0, -0.1], [-0.1, -0.2, 0.0], [0.0, -0.1, 0.1], [-0.1, 0.1, 0.0], [0.1, 0.2, 0.0], [0.2, 0.0, -0.1], [0.0, 0.3, 0.1], [0.1, -0.1, -0.2], [-0.1, 0.1, -0.1], [-0.2, 0.0, -0.1], [-0.1, -0.2, 0.0], [0.0, 0.0, 0.2], [0.2, 0.0, 0.1], [0.1, 0.0, 0.0], [-0.1, 0.3, 0.0], [0.1, -0.2, -0.2], [-0.1, 0.1, 0.0], [-0.2, 0.0, -0.1], [-0.1, -0.1, 0.0], [0.0, 0.1, 0.2], [0.2, 0.0, 0.1], [0.1, 0.0, -0.2], [-0.1, 0.2, 0.3], [0.0, -0.2, 0.0], [0.1, 0.1, 0.0], [0.1, 0.1, 0.2], [0.3, 0.2, -0.2], [-0.1, 0.1, 0.0], [-0.1, -0.1, -0.1], [-0.1, -0.1, -0.1], [0.1, 0.2, 0.0], [-0.3, -0.1, 0.0], [0.0, 0.1, 0.1], [0.0, 0.0, 0.2], [0.0, -0.1, 0.1], [0.2, 0.0, -0.1], [0.0, -0.1, -0.2], [0.1, 0.0, 0.0], [0.2, -0.2, 0.0], [-0.2, 0.1, 0.2], [0.0, -0.1, -0.1], [-0.1, -0.2, 0.0], [-0.1, 0.0, 0.0], [0.1, 0.0, -0.1], [0.1, 0.2, 0.0], [0.1, 0.1, 0.1], [-0.2, -0.1, 0.0], [0.1, 0.2, -0.1], [0.0, -0.1, 0.0], [0.0, -0.2, -0.1], [0.1, -0.1, 0.0], [-0.1, -0.1, 0.1], [0.0, 0.2, 0.2], [0.1, 0.0, 0.1], [-0.3, 0.0, -0.1], [0.3, 0.1, 0.0], [-0.1, 0.0, -0.1], [0.0, 0.0, -0.2], [0.1, -0.1, -0.1], [-0.1, -0.1, 0.1], [0.0, 0.0, 0.2], [0.3, 0.5, 0.4], [0.2, -0.1, 0.2], [-0.2, 0.2, 0.1], [0.0, -0.2, -0.1], [-0.1, -0.2, 0.0], [-0.1, 0.1, 0.0], [0.1, 0.0, -0.1], [0.1, 0.2, 0.1], [-0.1, 0.0, 0.0], [0.2, 0.0, 0.2], [-0.2, -0.2, -0.1], [-0.1, -0.3, 0.1], [0.2, 0.0, -0.2], [0.0, 0.1, -0.1], [0.0, 0.1, 0.1], [-0.2, 0.0, 0.2], [0.1, 0.1, 0.1], [-0.2, 0.0, 0.0], [0.2, 0.1, 0.0], [-0.1, 0.0, -0.1], [0.0, 0.0, -0.2], [0.1, -0.1, -0.1], [-0.1, -0.1, 0.1], [0.0, 0.0, 0.2]], "lowdin_charge": [0.025, -0.172, -0.112, -0.143, -0.119, -0.091, -0.664, 0.854, -0.651, -0.181, 0.758, 0.090, 0.045, 0.118, 0.142, 0.045, 0.121, 0.138, 0.090, -0.033, 0.059, 0.086, 0.604, -0.715, -0.665, 0.639, -0.104, 0.063, 0.064, 0.053, 0.576, -0.677, -0.701, 0.573, 0.054, 0.062, 0.060, 0.019, 0.724, -0.639, -0.710, 0.614, 0.059, 0.066, 0.002, 0.027, 0.584, -0.680, -0.673, 0.636, 0.035, 0.062, 0.061, 0.043, 0.586, -0.670, -0.693, 0.588, 0.061, 0.004, 0.040, 0.055, 0.680, -0.676, -0.652, 0.602, -0.015, 0.066, 0.067, 0.058, 0.587, -0.679, -0.691, 0.593, 0.054, 0.046, 0.060, 0.043, 0.573, -0.677, -0.679, 0.578, 0.054, 0.059, 0.059, 0.033, 0.612, -0.706, -0.709, 0.598, -0.012, 0.031, 0.056, 0.045, 0.616, -0.728, -0.686, 0.644, 0.055, -0.062, 0.050, 0.052, 0.596, -0.688, -0.689, 0.585, 0.052, 0.059, 0.060, 0.022, 0.579, -0.684, -0.699, 0.608, 0.053, 0.052, 0.059, 0.015, 0.623, -0.682, -0.682, 0.578, 0.033, 0.062, 0.061, 0.054, 0.593, -0.696, -0.684, 0.597, 0.045, 0.058, 0.060, 0.053, 0.726, -0.659, -0.683, 0.590, 0.010, 0.067, 0.061, 0.055, 0.625, -0.679, -0.665, 0.694, 0.057, 0.062, 0.062, 0.054, 0.625, -0.679, -0.693, 0.598, 0.054, 0.062, 0.060, 0.052]}